[1]
Computed, not measured: an isolated molecule of Cl2NO3P, with ωB97M-V/def2-TZVPD.

## Properties
Structure (SMILES): O=[N+]([O-])P(=O)(Cl)Cl
Orbital gap (eV): 10.62
DFT total energy (eV): -41964.92814
ΔE to the lowest compared entry with this formula, charge and spin (kcal/mol): 13.21

Element x y z (Å)
N  -0.759  -0.093  0.411
O  -1.658  -0.655  -0.124
O  -0.783  0.536  1.427
O  0.834  -0.726  -1.730
P  0.966  -0.132  -0.333
Cl  1.811  1.695  -0.230
Cl  1.973  -1.148  0.971

Results of the natural (NBO) charge analysis, in e, for atoms 1 through 6: atom 1 (N): 0.319, atom 2 (O): -0.295, atom 3 (O): -0.360, atom 4 (O): -0.979, atom 5 (P): 1.655, atom 6 (Cl): -0.179


[2]
Computed, not measured: a cluster of 2 separate species, Cl2O2S in total, with ωB97M-V/def2-TZVPD.

## Properties
Orbital gap (eV): 9.17
DFT total energy (eV): -39971.95684
ΔE to the lowest compared entry with this formula, charge and spin (kcal/mol): 40.87

Element x y z (Å)
O  -0.463  2.416  -0.005
O  -0.698  0.649  -1.761
S  -0.448  1.037  -0.393
Cl  0.687  -2.496  1.017
Cl  2.041  -1.570  0.675

In the natural (NBO) picture, each atom carries the following charge in e: atom 1 (O): -0.820, atom 2 (O): -0.820, atom 3 (S): 1.636, atom 4 (Cl): 0.004, atom 5 (Cl): 0.000


[3]
Computed, not measured: an isolated molecule of Cl2O2S2, with ωB97M-V/def2-TZVPD.

## Properties
Orbital gap (alpha / beta) (eV): 6.78 / 6.81
DFT total energy (eV): -50806.07410
ΔE to the lowest compared entry with this formula, charge and spin (kcal/mol): 17.02
2S+1: 3

Element x y z (Å)
O  -2.096  -0.394  1.010
O  0.002  -1.012  0.175
S  -1.487  -0.434  -0.286
S  1.860  -0.822  -0.320
Cl  -0.817  1.500  -0.903
Cl  2.538  1.162  0.324

In the natural (NBO) picture, each atom carries the following charge in e: atom 1 (O): -0.849, atom 2 (O): -0.934, atom 3 (S): 1.565, atom 4 (S): 0.698, atom 5 (Cl): -0.330, atom 6 (Cl): -0.151